Run A
18
Properties=species:S:1:pos:R:3 method="wB97M-V/def2-TZVPD" orbital_gap_ev=10.24 lumo_energy_ha=0.0240 smiles="C=CCC.O.O"
C -0.94 -0.54 0.95
C -0.44 -0.06 2.07
C 0.94 0.56 2.18
C 2.03 -0.11 1.35
H -1.96 -0.81 0.74
H -0.42 -0.72 0.01
H -1.07 -0.06 2.94
H 0.85 1.60 1.87
H 1.24 0.54 3.22
H 1.72 -0.25 0.32
H 2.93 0.50 1.36
H 2.31 -1.09 1.74
O -1.73 -1.96 -3.96
H -1.59 -2.36 -3.09
H -2.52 -2.39 -4.29
O -0.83 2.40 -2.36
H -0.34 1.62 -2.68
H -0.19 3.13 -2.38

=====

Run B
18
Properties=species:S:1:pos:R:3 method="wB97M-V/def2-TZVPD" orbital_gap_ev=10.93 lumo_energy_ha=0.0349 smiles=CC[C@H](C)O.O
C -0.87 0.23 -0.94
C -0.14 -0.79 0.05
C 1.30 -0.51 0.14
C 2.22 -1.51 0.88
O 1.48 0.89 0.65
H -1.06 -0.19 -1.93
H -0.18 1.05 -0.98
H -1.81 0.57 -0.48
H -0.64 -0.81 0.99
H -0.26 -1.84 -0.31
H 1.66 -0.38 -0.88
H 3.31 -1.45 0.88
H 1.90 -1.59 1.90
H 2.05 -2.44 0.29
H 2.48 1.04 0.70
O -3.91 2.44 -0.01
H -4.07 2.06 -0.81
H -3.46 3.25 -0.12

=====

Q: What are the energies relative to the best structure? A: run A 0.0061; run B 0.0000, in hartree.

=====

Run A
18
Properties=species:S:1:pos:R:3 method="wB97M-V/def2-TZVPD" orbital_gap_ev=10.65 lumo_energy_ha=0.0284 smiles=CCCOC.O
C 0.00 0.00 0.00
C 0.16 1.33 0.74
C -1.26 2.03 0.82
O -1.11 3.20 1.69
C -2.31 3.92 1.89
H -0.65 -0.61 0.64
H 0.91 -0.58 -0.23
H -0.53 0.20 -0.94
H 0.53 1.17 1.77
H 0.95 1.85 0.17
H -1.51 2.34 -0.21
H -2.12 1.47 1.22
H -2.76 4.34 0.98
H -1.93 4.75 2.51
H -3.10 3.39 2.46
O 2.23 2.22 6.93
H 2.84 1.45 7.01
H 1.73 2.06 6.09

=====

Run B
18
Properties=species:S:1:pos:R:3 method="wB97M-V/def2-TZVPD" orbital_gap_ev=10.26 lumo_energy_ha=0.0261 smiles=CCO.CCO
C -1.19 2.55 -1.28
C -1.47 1.40 -0.31
O -1.46 0.26 -1.16
H -1.58 3.50 -0.90
H -1.66 2.33 -2.24
H -0.11 2.55 -1.43
H -2.49 1.41 0.06
H -0.78 1.16 0.49
H -0.66 -0.18 -0.88
C 1.03 -1.77 1.74
C 1.34 -2.03 0.25
O 1.19 -0.78 -0.36
H 0.17 -1.11 1.81
H 1.81 -1.14 2.16
H 0.92 -2.65 2.37
H 0.61 -2.74 -0.15
H 2.33 -2.42 0.01
H 2.02 -0.33 -0.17

=====

Run C
18
Properties=species:S:1:pos:R:3 method="wB97M-V/def2-TZVPD" orbital_gap_ev=9.17 lumo_energy_ha=0.0203 smiles="C=C(C)C.O.O"
C 0.77 -0.87 0.45
C 0.05 0.25 0.68
C -0.33 0.86 -0.61
C -0.42 0.70 2.03
H 1.07 -1.50 1.23
H 1.02 -1.21 -0.44
H 0.44 1.69 -0.97
H -1.43 1.02 -0.35
H -0.30 0.10 -1.51
H -0.95 1.64 2.01
H 0.32 0.66 2.76
H -1.27 0.17 2.38
O -2.94 -1.70 -1.52
H -2.25 -1.72 -2.16
H -2.83 -1.22 -0.76
O 2.60 0.33 -0.94
H 3.41 -0.29 -0.86
H 3.02 1.07 -1.41

=====

Q: What are the energies relative to the best structure? A: run A 0.0030; run B 0.0000; run C 0.0597, in hartree.

=====

Run A
20
Properties=species:S:1:pos:R:3 method="wB97M-V/def2-TZVPD" spin_multiplicity=2 orbital_gap_ev="1.84 / 8.43" lumo_energy_ha="0.1082 / 0.1058" charge=-1
C -1.55 2.33 -0.21
C -1.26 1.49 -1.42
C -0.13 0.79 -1.60
N 0.94 0.72 -0.69
C -2.30 1.53 -2.51
H -0.69 2.30 0.47
H -2.43 2.04 0.36
H -1.75 3.34 -0.52
H -0.06 0.15 -2.46
H 1.74 0.32 -1.14
H 1.12 1.61 -0.25
H -3.27 1.30 -2.06
H -2.08 0.90 -3.37
H -2.43 2.55 -2.88
H 1.55 -4.25 4.25
H 1.83 -5.75 4.33
O 2.19 -4.93 3.96
H 3.48 -2.65 1.97
H 2.08 -1.97 2.01
O 3.01 -1.83 1.76

=====

Run B
20
Properties=species:S:1:pos:R:3 method="wB97M-V/def2-TZVPD" spin_multiplicity=2 orbital_gap_ev="2.05 / 9.75" lumo_energy_ha="0.1231 / 0.1352" charge=-1
C -0.16 -1.79 0.01
C 0.71 -1.11 -1.03
C 1.74 -0.19 -0.36
N -0.08 -0.42 -2.06
C -0.60 0.87 -1.79
O -1.58 0.86 -0.74
H -0.87 -1.07 0.46
H -0.85 -2.59 -0.28
H 0.36 -2.13 0.93
H 1.25 -1.87 -1.59
H 2.63 -0.81 -0.21
H 1.89 0.71 -0.93
H 1.39 0.06 0.64
H -0.83 -1.00 -2.40
H 0.16 1.60 -1.50
H -1.04 1.27 -2.69
H -2.31 1.45 -0.94
H 0.39 2.25 4.69
H -0.14 1.11 5.63
O 0.00 1.35 4.69

=====

Q: What are the energies relative to the best structure? A: run A 0.0000; run B 0.0125, in hartree.

=====

Run A
30
Properties=species:S:1:pos:R:3 method="wB97M-V/def2-TZVPD" orbital_gap_ev=9.05 lumo_energy_ha=-0.0080 smiles="Cc1sc(-c2noc(N)c2S(N)(=O)=O)cc1S(N)(=O)=O"
C -1.96 -3.83 0.26
C -1.12 -2.56 0.16
S 0.43 -2.59 -0.65
C 0.60 -0.86 -0.39
C 1.72 -0.18 -1.02
N 2.37 -0.66 -2.03
O 3.22 0.37 -2.55
C 3.12 1.42 -1.68
N 3.91 2.52 -1.70
C 2.26 1.09 -0.72
S 2.00 2.16 0.69
N 0.74 3.12 0.20
O 3.12 3.11 0.80
O 1.57 1.58 1.93
C -0.43 -0.31 0.33
C -1.46 -1.31 0.63
S -3.02 -0.80 1.45
N -4.08 -0.71 0.19
O -3.16 0.61 1.88
O -3.65 -1.81 2.27
H -2.94 -3.58 0.73
H -1.42 -4.58 0.90
H -2.12 -4.24 -0.74
H 4.74 2.42 -2.30
H 4.00 2.99 -0.80
H 0.25 3.36 1.08
H 1.14 3.94 -0.18
H -0.60 0.76 0.54
H -4.64 -1.55 0.30
H -4.61 0.12 0.41

=====

Run B
30
Properties=species:S:1:pos:R:3 method="wB97M-V/def2-TZVPD" orbital_gap_ev=9.05 lumo_energy_ha=-0.0119 smiles="Cc1sc(-c2noc(N)c2S(N)(=O)=O)cc1S(N)(=O)=O"
C 2.57 1.03 2.56
C 1.69 0.75 1.39
S 0.25 -0.23 1.73
C -0.40 0.31 0.20
C -1.69 -0.06 -0.37
N -2.37 0.75 -1.16
O -3.59 0.02 -1.48
C -3.46 -1.26 -0.99
N -4.22 -2.29 -1.48
C -2.30 -1.39 -0.27
S -1.68 -2.97 0.05
N -0.47 -3.01 -1.04
O -2.44 -4.12 -0.30
O -1.07 -3.08 1.34
C 0.44 1.06 -0.55
C 1.72 1.29 0.09
S 2.92 2.54 -0.40
N 2.34 3.68 0.42
O 2.79 3.07 -1.73
O 4.29 2.17 0.00
H 2.07 1.47 3.44
H 3.33 1.83 2.40
H 3.03 0.15 2.84
H -4.81 -2.22 -2.31
H -3.79 -3.22 -1.39
H 0.22 -2.28 -0.92
H 0.02 -3.85 -0.77
H 0.27 1.51 -1.53
H 2.90 4.51 0.14
H 1.41 3.83 0.07

=====

Q: What are the energies relative to the best structure? A: run A 0.0000; run B 0.0367, in hartree.